{
  "formula": "H2NO3PS",
  "method": "ωB97M-V/def2-TZVPD",
  "symbols": ["N", "O", "O", "O", "P", "S", "H", "H"],
  "xyz": [[-1.3125, 0.1169, -0.0182], [0.5119, 2.0093, -0.0910], [0.9239, -0.3337, -1.1307], [0.9976, -0.2340, 1.1403], [0.2153, 0.6188, -0.0462], [1.6557, -1.4003, 0.0804], [-1.4823, -0.5044, -0.8383], [-1.5095, -0.2726, 0.9037]],
  "atomic_forces_ev_per_a": [[-1.299, -0.836, -0.493], [0.161, 2.056, -0.027], [1.192, -1.264, -0.202], [0.283, -0.325, 0.105], [1.762, -1.791, 0.474], [-1.342, 1.867, -0.626], [-0.219, 0.464, 1.359], [-0.538, -0.172, -0.590]],
  "multiplicity": 1,
  "e_above_lowest_kj_mol": 30.4,
  "homo_lumo_gap_ha": 0.3137,
  "total_charge": 0,
  "lumo_energy_ha": -0.03795
}


{
  "formula": "C2H5BrNP",
  "method": "ωB97M-V/def2-TZVPD",
  "symbols": ["C", "C", "N", "P", "Br", "H", "H", "H", "H", "H"],
  "xyz": [[0.3713, -0.9530, 0.2025], [0.0099, 0.3538, -0.4839], [0.3998, 1.5808, -0.3142], [0.0067, 3.0074, 0.1221], [-2.6540, 0.4901, 0.0063], [1.2744, -1.5416, -0.1903], [0.4785, -0.7587, 1.2109], [-0.4389, -1.5691, 0.1528], [-0.4077, 0.0226, -1.3438], [-1.0840, 2.7102, 0.9172]],
  "atomic_forces_ev_per_a": [[2.960, 1.369, -0.634], [0.278, -0.866, 2.024], [0.199, -1.376, -0.246], [1.023, 0.885, -0.166], [0.769, -0.044, 0.022], [-1.085, 1.341, 0.243], [0.751, 0.230, 2.291], [-2.333, -1.567, -0.625], [-1.475, 0.418, -3.226], [-1.086, -0.390, 0.318]],
  "multiplicity": 1,
  "e_above_lowest_kj_mol": 237.9,
  "homo_lumo_gap_ha": 0.2547,
  "total_charge": 0,
  "lumo_energy_ha": -0.06103
}


{
  "formula": "C2H7BrN2",
  "method": "ωB97M-V/def2-TZVPD",
  "symbols": ["C", "C", "N", "N", "Br", "H", "H", "H", "H", "H", "H", "H"],
  "xyz": [[0.2035, 1.3703, 0.8573], [-0.7139, -1.7886, -1.1516], [1.1446, 0.7558, -0.0343], [0.6680, 0.3969, -1.2211], [1.9685, -0.1635, -2.3993], [-0.1127, 0.6945, 1.6562], [0.6487, 2.2634, 1.2969], [-0.6640, 1.6569, 0.2635], [-1.4266, -1.4677, -0.4218], [-0.9832, -1.7701, -2.1828], [0.0957, -2.4095, -0.8354], [1.9522, 0.2890, 0.3693]],
  "atomic_forces_ev_per_a": [[-0.268, 0.138, 0.134], [0.051, 0.124, 0.191], [0.879, -0.120, -0.080], [-1.151, -0.022, 0.038], [0.612, -0.136, -0.054], [-0.036, -0.010, -0.038], [-0.069, 0.018, 0.056], [0.039, 0.015, 0.099], [-0.244, 0.154, 0.222], [-0.067, 0.078, -0.436], [0.357, -0.193, 0.085], [-0.103, -0.046, -0.216]],
  "multiplicity": 1,
  "e_above_lowest_kj_mol": 266.6,
  "homo_lumo_gap_ha": [0.3161, 0.3006],
  "total_charge": 0,
  "lumo_energy_ha": [0.01944, 0.01949]
}


{
  "formula": "C8H11O2S",
  "method": "ωB97M-V/def2-TZVPD",
  "symbols": ["C", "C", "C", "C", "C", "C", "C", "C", "O", "O", "S", "H", "H", "H", "H", "H", "H", "H", "H", "H", "H", "H"],
  "xyz": [[-3.0424, -0.2980, 0.2806], [-2.3707, -1.4069, 0.0316], [-2.5798, 1.0706, 0.0562], [0.1962, 0.1230, -0.5820], [0.1392, -0.3329, -2.0407], [2.4808, 0.9183, 0.3228], [1.0098, -0.5289, 1.7359], [1.4033, -0.1476, 0.2593], [-1.8464, -2.4497, -0.1721], [-3.2887, 2.0682, 0.0873], [-0.8990, 1.4955, -0.2922], [-4.0700, -0.4020, 0.5205], [-0.9311, -0.1347, -2.1796], [0.3294, -1.3867, -2.2675], [0.7065, 0.2467, -2.7591], [2.7782, 1.1892, -0.7653], [3.2731, 0.5616, 0.9710], [2.1345, 1.9220, 0.8613], [0.6550, 0.4580, 2.1020], [1.9625, -0.9436, 2.2734], [0.0878, -1.0736, 1.6924], [1.8718, -0.9487, -0.1358]],
  "atomic_forces_ev_per_a": [[0.154, -0.106, -0.330], [2.537, -1.336, -0.562], [0.698, 1.120, 0.161], [-1.513, 0.192, -0.247], [-1.152, 0.387, 1.023], [-0.561, 2.758, -0.520], [1.578, 1.546, -0.677], [-2.156, 2.230, 2.351], [-1.601, 1.394, 0.448], [-0.858, -0.805, 0.199], [1.920, -0.674, -0.125], [-0.798, -0.110, 0.245], [0.283, -0.363, -1.126], [0.030, -0.188, 0.391], [0.415, 0.416, -0.417], [0.011, -0.362, 1.928], [0.770, -0.043, -0.315], [0.345, -1.963, -1.262], [0.588, -0.488, 0.614], [-2.134, 0.581, -0.465], [0.003, -1.184, 0.281], [1.443, -3.001, -1.595]],
  "multiplicity": 1,
  "e_above_lowest_kj_mol": 257.2,
  "homo_lumo_gap_ha": [0.2015, 0.2016],
  "total_charge": -1,
  "lumo_energy_ha": [0.13287, 0.13287]
}


{
  "formula": "C53H40N7O2P2PtSe2",
  "method": "ωB97M-V/def2-TZVPD",
  "symbols": ["Pt", "Se", "P", "C", "C", "C", "C", "C", "C", "C", "C", "C", "C", "C", "C", "C", "C", "N", "N", "N", "P", "Se", "C", "C", "C", "C", "C", "C", "C", "C", "C", "C", "C", "C", "H", "H", "H", "H", "H", "H", "H", "H", "H", "H", "H", "H", "H", "H", "H", "H", "H", "H", "H", "H", "C", "C", "C", "C", "C", "C", "N", "N", "C", "C", "C", "C", "C", "C", "H", "H", "H", "H", "H", "H", "H", "H", "H", "O", "C", "N", "C", "C", "O", "N", "C", "C", "C", "C", "C", "C", "C", "C", "C", "C", "C", "C", "H", "H", "H", "H", "H", "H", "H", "H", "H", "H", "H"],
  "xyz": [[-0.0545, -0.0358, -0.3034], [2.1182, -2.0653, 6.0155], [3.1751, -2.2171, 4.1926], [3.7867, -3.9045, 3.8796], [4.6530, -4.1590, 2.8131], [5.1331, -5.4392, 2.6022], [4.7525, -6.4755, 3.4494], [3.8975, -6.2255, 4.5097], [3.4151, -4.9378, 4.7260], [4.7072, -1.2445, 4.2224], [5.8454, -1.7508, 4.8516], [6.9832, -0.9665, 4.9614], [6.9930, 0.3250, 4.4442], [5.8651, 0.8251, 3.8129], [4.7251, 0.0397, 3.7009], [2.2443, -1.7737, 2.7011], [1.2672, -0.8491, 2.3200], [0.9483, -1.1927, 1.0446], [1.6616, -2.2430, 0.6636], [2.4397, -2.6036, 1.6431], [0.3083, 0.5372, 3.0249], [-0.0716, 2.1884, 1.7371], [1.1242, 1.1706, 4.5135], [2.1903, 2.0515, 4.3423], [2.7872, 2.6390, 5.4459], [2.3037, 2.3763, 6.7222], [1.2240, 1.5237, 6.8913], [0.6384, 0.9149, 5.7897], [-1.2306, -0.2696, 3.5596], [-1.1985, -1.5515, 4.1056], [-2.3791, -2.1723, 4.4853], [-3.5950, -1.5230, 4.3093], [-3.6288, -0.2513, 3.7567], [-2.4484, 0.3758, 3.3788], [4.9444, -3.3585, 2.1462], [5.7979, -5.6307, 1.7692], [5.1223, -7.4790, 3.2755], [3.6036, -7.0285, 5.1742], [2.7504, -4.7237, 5.5538], [5.8367, -2.7521, 5.2631], [7.8651, -1.3629, 5.4489], [7.8862, 0.9328, 4.5223], [5.8702, 1.8219, 3.3885], [3.8648, 0.4135, 3.1641], [2.5331, 2.2827, 3.3389], [3.6244, 3.3122, 5.3087], [2.7658, 2.8434, 7.5838], [0.8446, 1.3153, 7.8836], [-0.1952, 0.2404, 5.9283], [-0.2542, -2.0628, 4.2418], [-2.3471, -3.1678, 4.9107], [-4.5175, -2.0162, 4.5923], [-4.5762, 0.2479, 3.5951], [-2.4613, 1.3569, 2.9209], [0.0710, 4.3417, -3.9114], [-0.9965, 3.5687, -4.3581], [-1.4300, 2.4811, -3.6196], [-0.7856, 2.1596, -2.4346], [0.2626, 2.9300, -1.9722], [0.6935, 4.0226, -2.7154], [-1.2058, 1.0167, -1.6385], [-2.3958, 0.6845, -1.8054], [-2.7619, -0.3935, -0.9931], [-4.0671, -0.8751, -1.0686], [-4.4348, -1.9269, -0.2567], [-3.4858, -2.4775, 0.6143], [-2.1926, -1.9893, 0.6812], [-1.7915, -0.9167, -0.1262], [0.4108, 5.1891, -4.4937], [-1.4886, 3.8072, -5.2927], [-2.2455, 1.8613, -3.9643], [0.7342, 2.6834, -1.0332], [1.5255, 4.6134, -2.3518], [-4.7643, -0.4245, -1.7652], [-5.4416, -2.3231, -0.2941], [-3.7711, -3.3053, 1.2543], [-1.4850, -2.4442, 1.3629], [1.3829, -0.0105, -3.1782], [2.1809, 0.3402, -2.3437], [3.5098, 0.6339, -2.6153], [4.2592, 0.9067, -1.4156], [3.1076, 0.8459, -0.3679], [3.2856, 1.0423, 0.8317], [1.9473, 0.5690, -0.9807], [4.8767, 2.3189, -1.4268], [5.3078, 2.9258, -0.2497], [5.8725, 4.1930, -0.2760], [6.0265, 4.8717, -1.4783], [5.6116, 4.2668, -2.6555], [5.0392, 3.0006, -2.6274], [5.3644, -0.1256, -1.1781], [6.1297, -0.5683, -2.2531], [7.1450, -1.4961, -2.0722], [7.4168, -1.9927, -0.8039], [6.6695, -1.5437, 0.2746], [5.6536, -0.6137, 0.0893], [3.9077, 0.2346, -3.4464], [5.1837, 2.4014, 0.6880], [6.1883, 4.6554, 0.6515], [6.4606, 5.8641, -1.4959], [5.7241, 4.7826, -3.6017], [4.6891, 2.5526, -3.5482], [5.9496, -0.1826, -3.2509], [7.7223, -1.8320, -2.9249], [8.2035, -2.7234, -0.6601], [6.8677, -1.9185, 1.2718], [5.0667, -0.2775, 0.9275]],
  "atomic_forces_ev_per_a": [[0.465, 0.006, -0.465], [0.049, -0.090, -0.032], [-0.124, -0.004, -0.036], [0.004, -0.031, -0.113], [0.023, 0.024, 0.082], [-0.013, 0.014, 0.018], [-0.006, 0.008, -0.015], [-0.003, 0.053, 0.002], [0.010, -0.065, -0.035], [0.011, 0.023, -0.023], [-0.019, 0.084, 0.069], [-0.062, -0.013, -0.025], [-0.012, -0.023, -0.019], [0.007, -0.014, -0.026], [0.037, 0.011, -0.208], [-0.026, -0.167, 0.105], [-0.077, 0.066, -0.157], [0.118, 0.287, 0.158], [0.021, 0.169, 0.136], [0.013, -0.011, 0.026], [-0.006, 0.087, -0.124], [0.133, -0.005, 0.222], [-0.011, 0.003, 0.024], [0.060, -0.017, 0.005], [0.006, -0.027, -0.007], [-0.018, -0.005, -0.037], [0.000, -0.001, -0.033], [-0.029, 0.076, 0.021], [-0.009, -0.101, -0.035], [-0.038, 0.024, 0.025], [-0.015, 0.017, 0.001], [0.037, -0.016, 0.001], [0.053, 0.017, -0.048], [-0.048, -0.025, 0.049], [-0.039, -0.005, -0.011], [-0.009, -0.004, 0.005], [0.008, 0.013, 0.011], [-0.008, 0.006, -0.008], [0.002, -0.006, 0.001], [-0.006, -0.023, 0.002], [-0.007, -0.004, -0.003], [-0.011, -0.002, 0.009], [0.001, -0.010, 0.003], [-0.025, 0.044, -0.059], [-0.021, 0.007, 0.019], [-0.004, -0.009, 0.000], [-0.004, -0.010, -0.017], [-0.002, 0.001, -0.010], [0.001, -0.005, 0.004], [0.038, -0.022, 0.014], [0.004, 0.011, -0.006], [0.012, 0.010, -0.004], [0.016, -0.003, 0.012], [-0.001, -0.010, -0.009], [-0.073, -0.023, -0.020], [0.044, 0.022, 0.036], [-0.039, -0.123, -0.161], [-0.138, -0.400, 0.399], [0.155, 0.222, 0.051], [-0.001, -0.078, 0.065], [0.626, 0.349, -0.346], [-0.340, -0.245, 0.258], [-0.079, 0.209, -0.230], [-0.088, -0.049, -0.044], [0.079, -0.038, 0.072], [-0.097, -0.016, -0.021], [-0.010, 0.062, -0.087], [-0.097, -0.132, 0.360], [0.003, -0.012, -0.009], [0.008, 0.008, 0.000], [0.006, 0.012, 0.008], [0.028, -0.037, 0.031], [-0.025, 0.002, -0.008], [0.029, 0.020, 0.022], [0.015, -0.011, 0.014], [-0.004, 0.000, -0.002], [0.002, 0.002, -0.005], [-0.263, -0.145, -0.170], [0.498, 0.430, 0.598], [-0.161, 0.045, -0.146], [0.081, 0.203, -0.037], [-0.029, -0.072, 0.503], [-0.023, 0.002, -0.189], [-0.460, -0.297, -0.621], [-0.040, -0.125, -0.079], [0.096, -0.042, 0.022], [-0.028, -0.029, -0.016], [-0.025, -0.046, -0.016], [0.004, -0.012, 0.040], [-0.051, 0.058, -0.008], [-0.070, 0.022, 0.107], [0.080, -0.003, -0.042], [-0.038, 0.022, 0.024], [-0.018, 0.018, 0.007], [-0.016, 0.031, -0.051], [0.052, -0.114, -0.011], [0.021, -0.050, 0.037], [-0.021, 0.001, -0.003], [0.000, -0.004, -0.007], [0.005, -0.017, 0.002], [-0.006, -0.005, 0.007], [-0.012, 0.000, 0.020], [0.005, -0.007, 0.024], [0.000, 0.003, 0.006], [-0.007, 0.014, -0.002], [0.015, 0.006, 0.026], [-0.068, 0.036, 0.132]],
  "multiplicity": 1,
  "e_above_lowest_kj_mol": 0.0,
  "homo_lumo_gap_ha": 0.2371,
  "total_charge": -1,
  "lumo_energy_ha": 0.07095
}


{
  "formula": "C3H10N2O2",
  "method": "ωB97M-V/def2-TZVPD",
  "symbols": ["C", "C", "N", "O", "H", "H", "H", "H", "H", "N", "C", "O", "H", "H", "H", "H", "H"],
  "xyz": [[-1.4631, -1.2168, 0.2266], [-1.8088, 0.0420, 0.9576], [-3.0278, 0.6873, 0.5114], [-1.1438, 0.4729, 1.8633], [-1.9795, -1.2798, -0.7209], [-1.7301, -2.0688, 0.8513], [-0.3811, -1.2356, 0.0761], [-3.4925, 1.0174, 1.3546], [-2.7382, 1.5307, 0.0194], [2.1532, -0.9146, -0.4891], [1.8437, 0.4788, -0.6247], [3.0299, 1.2415, -0.8638], [2.8660, -1.1777, -1.1616], [2.5700, -1.0755, 0.4216], [1.1581, 0.6221, -1.4659], [1.3626, 0.7916, 0.3027], [2.7815, 2.0846, -1.2587]],
  "atomic_forces_ev_per_a": [[0.543, 0.180, -0.117], [-0.171, 0.065, -0.042], [0.129, -0.074, 0.331], [-0.076, -0.037, 0.118], [-0.142, -0.086, -0.121], [-0.085, -0.028, 0.005], [-0.067, -0.183, 0.001], [0.063, 0.198, -0.051], [-0.165, -0.053, -0.156], [0.287, 0.034, 0.211], [0.071, -0.105, -0.117], [-0.032, 0.048, 0.034], [-0.170, -0.009, -0.170], [-0.066, -0.026, -0.012], [-0.037, -0.023, 0.028], [-0.121, 0.145, -0.005], [0.040, -0.045, 0.063]],
  "multiplicity": 1,
  "e_above_lowest_kj_mol": 136.0,
  "smiles": "CC(N)=O.NCO",
  "homo_lumo_gap_ha": 0.3898,
  "total_charge": 0,
  "lumo_energy_ha": 0.02771
}


{
  "formula": "C2H4N4S",
  "method": "ωB97M-V/def2-TZVPD",
  "symbols": ["N", "C", "C", "N", "N", "N", "S", "H", "H", "H", "H"],
  "xyz": [[0.2486, 2.0610, -0.0740], [0.6451, 0.7442, -0.0057], [1.8702, 0.1337, 0.0263], [1.6800, -1.2226, 0.0126], [0.4253, -1.4939, -0.0183], [-0.2304, -0.3062, -0.0245], [-1.9314, -0.2240, -0.0728], [0.9265, 2.6965, 0.2528], [-0.7072, 2.2443, 0.2337], [2.8805, 0.5492, 0.0339], [-2.1537, -0.4404, 1.2508]],
  "atomic_forces_ev_per_a": [[-1.121, -0.801, -0.252], [-0.027, -0.252, 0.065], [0.610, -0.064, -0.081], [-0.313, 0.084, 0.042], [0.566, -0.215, -0.006], [-0.643, 0.626, -0.016], [0.290, -0.081, 0.329], [0.584, 0.766, 0.381], [0.549, -0.043, -0.114], [-0.608, -0.103, 0.006], [0.112, 0.082, -0.354]],
  "multiplicity": 1,
  "e_above_lowest_kj_mol": 153.2,
  "smiles": "Nc1cnnn1S",
  "homo_lumo_gap_ha": 0.3402,
  "total_charge": 0,
  "lumo_energy_ha": 0.01768
}


{
  "formula": "C5H6Br2N2O",
  "method": "ωB97M-V/def2-TZVPD",
  "symbols": ["C", "C", "N", "N", "C", "O", "C", "Br", "C", "Br", "H", "H", "H", "H", "H", "H"],
  "xyz": [[1.0017, -1.4226, 0.8245], [1.4847, -0.4382, -0.2358], [0.4682, 0.4825, -0.7051], [-0.6649, -0.0915, -1.2738], [-1.8659, 0.4153, -0.8717], [-2.9430, 0.1403, -1.3388], [-1.5365, 1.3429, 0.2360], [-2.8514, 2.2756, 1.1793], [-0.2158, 1.4018, 0.4317], [0.8777, 2.3385, 1.5771], [1.7855, -2.1413, 1.0461], [0.7437, -0.8991, 1.7430], [0.1223, -1.9613, 0.4736], [2.3050, 0.1722, 0.1475], [1.8420, -0.9722, -1.1213], [-0.5533, -0.6429, -2.1122]],
  "atomic_forces_ev_per_a": [[0.060, 0.102, -0.175], [-0.138, -0.539, 0.371], [-1.528, 3.337, 2.571], [0.076, -0.560, 0.027], [0.279, -0.128, 0.161], [-0.368, 0.033, -0.147], [0.296, 0.351, 0.548], [0.208, -0.137, -0.187], [1.243, -2.505, -3.227], [-0.135, -0.061, -0.038], [0.053, -0.111, 0.065], [-0.024, 0.010, 0.081], [-0.007, -0.045, 0.023], [-0.045, -0.038, -0.148], [0.095, 0.076, 0.059], [-0.065, 0.215, 0.017]],
  "multiplicity": 1,
  "e_above_lowest_kj_mol": 0.0,
  "smiles": "CCn1[nH]c(=O)c(Br)c1Br",
  "homo_lumo_gap_ha": 0.3413,
  "total_charge": 0,
  "lumo_energy_ha": 0.01654
}


no.,strongest force on any atom (eV/Å)
1,2.56
2,3.57
3,1.15
4,3.89
5,0.89
6,0.58
7,1.40
8,4.48